{
  "formula": "C66H168N8O22",
  "method": "ωB97M-V with the def2-TZVPD basis set",
  "elements": ["O", "O", "O", "O", "O", "O", "O", "O", "O", "O", "O", "O", "O", "O", "O", "O", "O", "O", "O", "O", "O", "O", "N", "N", "N", "N", "N", "N", "N", "N", "C", "C", "C", "C", "C", "C", "C", "C", "C", "C", "C", "C", "C", "C", "C", "C", "C", "C", "C", "C", "C", "C", "C", "C", "C", "C", "C", "C", "C", "C", "C", "C", "C", "C", "C", "C", "C", "C", "C", "C", "C", "C", "C", "C", "C", "C", "C", "C", "C", "C", "C", "C", "C", "C", "C", "C", "C", "C", "C", "C", "C", "C", "C", "C", "C", "C", "H", "H", "H", "H", "H", "H", "H", "H", "H", "H", "H", "H", "H", "H", "H", "H", "H", "H", "H", "H", "H", "H", "H", "H", "H", "H", "H", "H", "H", "H", "H", "H", "H", "H", "H", "H", "H", "H", "H", "H", "H", "H", "H", "H", "H", "H", "H", "H", "H", "H", "H", "H", "H", "H", "H", "H", "H", "H", "H", "H", "H", "H", "H", "H", "H", "H", "H", "H", "H", "H", "H", "H", "H", "H", "H", "H", "H", "H", "H", "H", "H", "H", "H", "H", "H", "H", "H", "H", "H", "H", "H", "H", "H", "H", "H", "H", "H", "H", "H", "H", "H", "H", "H", "H", "H", "H", "H", "H", "H", "H", "H", "H", "H", "H", "H", "H", "H", "H", "H", "H", "H", "H", "H", "H", "H", "H", "H", "H", "H", "H", "H", "H", "H", "H", "H", "H", "H", "H", "H", "H", "H", "H", "H", "H", "H", "H", "H", "H", "H", "H", "H", "H", "H", "H", "H", "H", "H", "H", "H", "H", "H", "H", "H", "H", "H", "H", "H", "H"],
  "coordinates": [[-1.611107, -1.256562, 6.161005], [0.183783, 8.207288, -6.336465], [0.269773, 0.859438, 2.056335], [-8.337237, -5.101992, 3.848295], [3.478543, -4.752462, -2.697275], [-3.136727, 1.094208, -5.770915], [-3.727217, -1.099842, 1.831525], [-5.679137, -7.380502, -0.036905], [4.331743, -7.712872, 5.132545], [-1.997877, 2.513808, -7.627195], [-4.107617, 3.499438, 3.034705], [-0.091547, -4.010542, 1.778675], [5.267653, 0.440308, 0.463355], [6.410873, 4.642758, 0.055285], [-0.524847, -0.288622, -2.044975], [-4.633677, -3.127112, -3.272165], [3.695633, 3.609068, 3.877335], [-0.788317, 8.467448, -0.059775], [0.592283, 3.198818, -4.501105], [8.350003, 4.852148, 2.076675], [-2.177507, -1.965222, -7.357405], [1.577323, -4.206182, 8.234915], [6.597813, 3.035828, 3.692825], [-0.064307, 0.282588, -6.994995], [-3.936507, -4.990232, -0.940375], [1.904633, -5.458702, 3.421145], [1.722573, 6.040508, -5.480775], [-5.968017, -3.987962, 2.546945], [2.474403, 1.254138, -0.277785], [-0.626447, -4.125252, 5.321035], [-1.077857, 2.057198, -8.640045], [4.093743, 4.590588, -0.627225], [4.865983, -7.918352, 6.445975], [-5.211627, 2.318568, -6.073975], [-0.104087, 0.402648, 3.315335], [-3.045497, -4.615572, -2.077705], [4.447003, -1.488672, 1.335885], [2.199693, -4.674902, 2.209475], [0.109013, -3.618552, 6.468455], [-3.503437, -2.309102, -7.084955], [-3.628837, 2.961558, -4.297495], [-4.906127, -1.794482, -3.785125], [0.193203, 0.766768, -1.375805], [0.311303, 7.534238, -0.039475], [2.981033, -6.455782, 3.656615], [-1.323947, -3.010762, 4.597495], [1.499703, 0.266368, -0.715665], [1.523513, 8.501418, -6.109715], [1.981083, 7.423228, -5.050375], [4.794393, 5.626698, 1.488185], [-4.873447, -3.023952, 2.658805], [-0.319087, 3.658868, -5.477735], [1.591273, 1.413498, 2.163395], [-2.575447, 3.753598, -8.001615], [-3.257677, -0.433402, 0.664055], [0.846613, -4.785402, 7.152175], [3.248173, -6.767732, 5.110755], [-2.670037, 3.178838, 4.861585], [1.647163, -3.219142, -2.528795], [-1.337767, -1.786232, -6.189915], [-4.161297, 1.804498, -5.093515], [5.089623, 4.438998, 0.548765], [5.535703, -0.932692, 0.455585], [-8.465647, -4.416842, 2.624795], [1.943483, 3.597898, -4.701965], [-1.917447, 3.435238, 2.432735], [-1.752257, 0.105358, -2.590765], [2.591623, -5.076932, 8.724505], [4.375863, 2.557088, 4.533265], [5.471233, 2.081378, 3.584955], [-0.614137, 0.572578, -8.319155], [8.831593, 3.629478, 2.655195], [2.258133, -4.513002, -1.994075], [-1.028207, -3.059602, 1.223905], [-0.026427, -1.144922, -6.634185], [-9.385537, -6.009412, 4.183305], [9.069793, 5.979208, 2.590485], [7.662733, 2.645338, 2.790745], [-2.347927, -2.193122, 5.365675], [1.940863, 2.057488, 0.777955], [0.661303, 7.275958, -1.496825], [-4.439647, -6.869692, 0.568995], [1.349963, -5.731492, -2.272645], [-2.320427, -0.163992, 6.756055], [-0.185527, 6.312438, 0.619755], [-4.695797, -2.066872, 1.432005], [-7.310067, -3.350172, 2.520965], [-3.527677, -6.235342, -0.430155], [2.231303, 5.090458, -4.494085], [-2.950227, 2.879458, 3.375495], [2.665153, 4.171368, 4.629315], [5.369393, -1.357122, -0.981875], [-6.384487, -8.048572, 1.018015], [-3.340347, -3.237602, -2.688515], [-0.310277, 8.988138, -7.498535], [1.207613, -3.478332, 1.993905], [-3.209677, -0.476672, 7.303385], [0.381933, -0.571362, 3.371835], [-0.912717, 3.036938, 2.574045], [-3.043627, -1.651132, 4.725095], [5.793783, 1.111488, 3.963605], [-2.703777, 4.247768, 5.072225], [-9.508447, -6.855982, 3.507785], [-7.370497, -2.541242, 3.249035], [-2.506407, -2.978122, -3.340675], [3.539853, -5.868242, 5.652915], [1.291973, -0.429692, 0.097005], [-4.142187, -1.404262, -4.457605], [7.300813, 2.359568, 1.803095], [-4.861997, -5.147722, -1.312875], [-0.535137, -3.146822, 7.210505], [0.806863, -2.845372, 6.147035], [4.078433, -8.188152, 7.149595], [-0.000177, -4.728992, 4.807825], [-5.019077, -1.058822, -2.988785], [-1.022877, 5.979818, 0.006315], [5.555313, -2.429712, -1.037235], [2.739353, 2.754318, 1.032805], [9.682323, 3.228818, 2.104005], [2.982153, 4.703628, 5.526145], [5.561833, -8.757322, 6.451605], [1.211713, -2.750712, 2.805475], [-0.477037, 6.554838, 1.641695], [-0.645837, 0.825288, -6.372585], [-4.340017, -2.760552, 0.670215], [-0.053997, 6.830288, -2.188075], [4.792583, 2.791608, 5.512775], [-5.014597, -2.485762, 3.596105], [3.370983, 0.851208, -0.045635], [1.339223, -3.283372, -3.572415], [-3.329957, 2.655358, 5.553375], [-2.629977, 0.456078, 5.914745], [0.078573, 3.624118, -6.492015], [-2.349037, -0.763962, -2.866885], [4.679833, -2.538502, 1.514095], [0.143513, -5.530912, 7.523635], [-6.597237, -7.430902, 1.890555], [-1.123707, -2.678192, -5.601125], [-0.611917, -2.292012, 4.191885], [2.470103, -4.424642, -0.928545], [-4.419917, 3.415228, -3.700425], [-3.439127, -6.940492, -1.256605], [2.513813, -7.274802, 3.109795], [1.864823, -6.636092, -1.949025], [-5.048407, 3.363978, -6.335845], [-2.096257, 3.163308, 1.392455], [2.303653, 3.298758, -5.686295], [0.851293, 8.262008, -1.920745], [-5.832087, -1.721602, -4.355555], [0.201853, 0.925828, 4.221305], [0.331113, 1.598368, -2.066835], [-1.536637, 0.705588, -3.474695], [-3.913367, -1.407212, -6.630345], [-8.448597, -5.141942, 1.811135], [-1.747437, 1.994178, -9.497825], [-3.028427, 1.817638, 3.142015], [0.407173, -5.725402, -1.725645], [1.101273, -5.893672, -3.321425], [4.388663, -1.175732, -1.421615], [6.175783, -0.890182, -1.547385], [1.117303, -6.041472, 3.174985], [4.208073, 3.790028, -1.358065], [0.486363, 5.459318, 0.713835], [-2.699137, 1.694368, -6.379135], [-1.218567, -2.267902, 1.948535], [-3.332507, 3.631978, -8.776315], [1.545553, 6.642608, -1.567995], [-1.519617, -0.018732, -8.455415], [1.654613, 9.533618, -5.784955], [4.371463, -0.970582, 2.291905], [8.674413, 6.310818, 3.550595], [-1.844797, 4.519108, -8.262885], [3.412343, -1.517212, 0.994175], [-3.646747, -3.108992, -6.358495], [-0.586447, -2.573552, 0.354025], [2.137763, 8.303788, -6.988195], [-1.702567, -1.048012, -5.475735], [2.348943, -7.085722, 5.638365], [-4.633627, 1.114908, -4.393895], [-7.339937, -8.393392, 0.622635], [4.236973, 5.547988, -1.128215], [-1.186697, 0.276268, 3.306035], [6.543813, -1.159142, 0.802775], [8.147173, 1.774718, 3.232845], [5.102393, 1.957828, 2.566725], [-4.752087, -6.128682, 1.304785], [-0.324237, 2.816888, -8.847485], [-3.963277, -3.612252, 2.775355], [0.642023, -1.174842, -5.773735], [1.086763, 8.019888, 0.552895], [-1.707557, 0.284498, 7.537935], [0.809293, -2.965682, -1.879315], [-6.247597, 2.328788, -5.735185], [-4.007467, 0.182688, 0.167725], [1.865353, 3.478298, 4.890255], [5.928743, 0.935848, -0.025525], [-10.351757, -5.505222, 4.200915], [-0.442577, 9.308928, -0.366325], [-2.869187, 2.529278, -3.646215], [-2.547627, 0.351398, 0.924825], [-7.481897, -2.866382, 1.559445], [3.722103, -5.640562, -2.426075], [2.262083, 4.937078, 3.966515], [-9.412797, -3.880202, 2.569795], [-4.824697, 3.100398, 3.532865], [1.551793, -5.269132, 6.476285], [2.361543, 0.688218, 2.425625], [-0.480477, 1.196348, -0.634375], [-1.321397, 9.372598, -7.364645], [3.914903, -6.138972, 3.192265], [-1.608617, -3.480912, 3.656205], [3.622163, 1.781918, 4.671685], [3.064473, 7.529328, -4.994695], [5.574573, 5.840418, 2.218755], [4.610843, 6.557038, 0.950695], [-5.595057, -1.501332, 1.187865], [9.314783, 3.822518, 3.612985], [10.146273, 5.808358, 2.600775], [0.715923, 5.968878, -5.440385], [-4.071627, -2.456382, -8.003415], [-2.844647, -2.903752, 6.026265], [3.093763, -4.709392, 9.619415], [2.410713, -2.441572, -2.506795], [3.308363, 5.243708, -4.426615], [1.663503, 2.196448, 2.918295], [-0.243437, 8.378668, -8.399745], [-1.299617, 3.183908, -5.445055], [5.096253, 3.494578, 1.092935], [6.293943, 3.957068, 3.411615], [2.504293, 3.011238, -3.974345], [3.361273, -5.248942, 7.972075], [-1.990327, -3.512942, 0.985365], [3.223823, -4.304812, 2.257345], [-9.246457, -6.458922, 5.166515], [2.242143, -6.098532, 8.873815], [-2.811357, -1.042772, -0.121795], [0.514693, -1.791732, -7.324785], [2.136843, -5.435662, 1.431395], [1.123633, 2.701128, 0.452425], [-3.210167, 3.791418, -4.866825], [-5.325957, 1.683468, -6.952425], [3.085143, 4.617058, -0.214765], [5.438673, -7.072092, 6.825415], [-1.894687, 4.524808, 2.453495], [-3.276927, -5.312112, -2.883535], [1.807013, 5.321498, -3.517005], [6.963063, 4.559958, 0.836195], [8.978233, 6.818358, 1.900885], [1.473893, 7.613958, -4.104605], [-0.653497, 4.634188, -5.124125], [-5.861627, -4.746162, 3.205655], [0.322143, 9.848228, -7.718495], [-1.641957, 2.916238, 5.110965], [-2.545117, -6.112152, 0.025365], [1.502143, -2.819782, 1.176795], [-3.224647, -2.553812, -1.847595], [-1.978727, -4.671252, -1.860895], [-2.355267, 0.676508, -1.884885], [1.999573, -0.334342, -1.475525], [-3.193687, 4.231718, -7.241825], [-3.978117, -7.701202, 1.101605], [3.906913, 5.390528, 2.075295], [-5.944407, -8.982502, 1.367615], [0.150923, 0.316058, -9.051945]],
  "forces_ev_per_a": [[0.31, 0.20, 0.54], [-1.70, 1.64, -1.96], [1.26, 1.64, 0.49], [-0.10, -0.70, 0.86], [0.08, 0.17, 0.27], [-0.50, -0.63, 1.07], [0.55, -0.11, -1.34], [0.91, -0.11, 1.48], [-0.29, 0.13, 0.77], [0.44, 0.95, -0.11], [-2.73, 0.99, -0.86], [-0.48, 0.10, -0.43], [0.30, 1.88, 0.74], [-0.20, -0.57, -0.58], [1.05, -0.66, 0.96], [0.21, 0.77, -0.62], [0.66, 0.17, 0.45], [-0.26, -0.11, 0.48], [0.03, -0.50, -0.14], [0.86, 0.08, 0.72], [1.46, -0.72, 0.64], [0.52, -0.53, 0.56], [0.06, -0.25, -0.51], [-0.04, 0.53, -0.83], [0.28, 1.93, -0.63], [0.45, 0.91, 0.87], [-0.46, 0.28, -0.32], [-0.67, 0.67, -1.29], [-1.70, 0.27, -0.66], [-1.46, 1.30, 1.34], [-0.83, -1.39, 0.59], [0.45, -0.68, 0.62], [-0.21, -0.31, -0.32], [-1.05, -0.08, -0.43], [-0.58, -1.91, -0.02], [-1.99, 0.11, -0.99], [0.08, -1.29, 1.06], [-0.98, 0.45, 0.40], [0.33, -0.99, 0.19], [-0.60, 1.40, 0.70], [0.25, -0.05, 0.88], [0.24, -0.18, 0.36], [-0.61, 0.40, 0.27], [-0.75, 0.48, -1.13], [-1.12, 0.17, -0.57], [1.64, -1.27, -1.25], [0.40, -1.05, -1.11], [0.69, -2.30, 1.11], [0.28, 0.75, -1.02], [-0.59, -0.50, 0.65], [-0.58, -0.15, 0.05], [-0.51, 0.67, 0.90], [-0.41, 0.53, -2.34], [-0.69, 0.40, 0.04], [0.19, 1.26, 0.16], [0.21, 1.26, 0.20], [0.75, -0.04, -0.02], [1.05, -0.28, -0.26], [0.56, -0.30, 0.46], [0.26, 1.07, -0.93], [-0.65, 0.38, -0.78], [0.10, 2.42, -0.54], [-1.84, 0.30, -1.01], [0.88, 0.89, 0.47], [-0.05, 0.30, -0.41], [1.01, 0.18, -0.55], [0.30, 0.38, -0.22], [-0.03, -0.31, -0.79], [-0.49, -0.74, -1.14], [0.22, 0.81, 1.37], [-0.45, 0.88, -0.35], [-0.70, 0.34, 0.35], [-0.85, -0.43, -1.54], [0.94, 0.25, 0.61], [0.36, 0.15, 0.81], [-0.25, 0.29, -0.24], [-0.19, 0.36, -0.91], [1.42, -0.23, 0.32], [0.67, -0.41, 0.76], [1.24, 0.76, 1.80], [1.30, 0.52, -0.07], [-1.47, 0.04, 0.15], [-0.03, -0.07, 0.61], [-0.30, -1.30, -0.66], [-0.67, -0.79, 0.80], [0.01, -0.99, 2.15], [0.05, -1.88, -0.29], [0.70, -1.60, 0.14], [-0.15, -0.08, 0.54], [1.70, -0.23, 0.73], [-0.41, 1.02, -0.52], [0.99, -1.34, -0.08], [-0.86, -0.27, -0.88], [0.23, 0.06, 1.41], [0.66, -0.69, 0.60], [0.18, -0.80, -0.13], [-0.33, -0.36, -0.13], [-0.26, -0.47, 0.67], [0.05, 0.07, 0.52], [-0.08, -0.19, -0.26], [0.27, -0.12, -0.16], [-0.38, 0.10, -0.29], [0.36, 0.01, -0.51], [-0.36, -0.11, 0.55], [-0.16, -0.07, -0.69], [0.26, 0.37, -0.15], [-0.59, -0.17, 0.15], [0.42, -0.32, 0.05], [-0.09, 0.00, -0.35], [-0.30, 0.48, -0.20], [-0.16, -0.11, -0.13], [0.47, 0.12, 0.15], [-0.19, 0.18, 0.13], [-0.16, 0.54, -0.88], [0.15, -0.10, 0.46], [-0.34, -0.16, 0.41], [-0.05, -0.22, -0.25], [0.12, 0.27, 0.09], [-0.29, -0.26, -0.74], [0.36, -0.21, 0.25], [-0.08, -0.06, -0.49], [-0.01, -0.37, 0.81], [-0.43, -0.09, -0.05], [0.10, -0.37, 0.79], [-0.07, 0.48, -0.70], [-0.69, -0.15, 0.76], [0.05, 0.47, 0.02], [0.20, 0.70, 0.08], [-0.03, -0.11, 0.06], [-0.17, -0.32, 0.06], [-0.14, -0.01, -0.13], [0.03, 0.72, 0.41], [0.07, 0.23, 0.06], [0.35, -0.07, -0.06], [0.03, -0.14, 0.34], [-0.16, -0.11, 0.03], [0.20, 0.38, -0.03], [-0.23, -0.60, -0.37], [0.52, 0.39, 0.35], [-0.13, 0.05, 0.21], [-0.07, -0.15, 0.20], [0.39, -0.56, -0.21], [1.28, -1.07, 0.22], [0.09, -0.17, 0.12], [0.32, -0.10, -0.38], [-0.56, -0.08, -0.03], [-0.16, -0.13, -0.33], [0.50, -0.03, -0.30], [-0.12, -0.82, 0.11], [0.12, 0.80, -0.28], [0.63, -0.01, -0.38], [-0.40, 0.20, -0.21], [-0.62, 0.05, 0.22], [0.29, 0.09, -0.34], [0.53, -0.24, -0.68], [0.09, -0.47, 0.49], [-0.04, 0.25, 0.17], [0.23, 0.44, -0.13], [0.07, 0.33, 0.24], [-0.21, 0.12, -0.38], [-0.44, 0.42, 0.15], [-0.22, -0.05, 0.04], [0.47, 0.25, -0.34], [0.18, 0.23, -0.56], [-0.07, 0.14, 0.09], [0.36, -0.23, -0.67], [0.31, 0.20, -0.07], [0.03, -0.16, -0.44], [0.19, 0.05, 0.28], [0.43, -0.01, 0.14], [0.17, -0.27, 0.21], [0.29, -0.22, -0.30], [0.17, 0.45, -0.90], [0.21, -0.44, -0.18], [-0.06, -0.09, -0.35], [0.01, 0.17, -0.38], [-0.98, 0.03, -0.03], [-0.09, -0.68, -0.04], [0.12, -0.26, -0.03], [-0.13, 0.35, -0.23], [0.34, 0.01, 0.09], [-0.03, -0.12, 0.21], [-0.01, -0.09, 0.29], [-0.11, -0.46, -0.14], [-0.15, -0.05, -0.08], [0.06, 0.19, 0.21], [0.34, -0.12, 0.34], [0.21, 0.15, -0.12], [-0.09, -0.08, 0.40], [0.60, -0.23, -0.36], [0.37, 0.29, -0.62], [-0.08, 0.34, -0.21], [0.02, -0.08, 0.83], [-0.83, -0.30, -0.02], [-0.01, -0.34, 0.03], [0.12, 0.04, -0.21], [-0.13, 0.27, 0.00], [-0.03, 0.08, -0.05], [0.14, 0.50, 0.25], [0.46, -0.36, 0.49], [0.25, -0.04, -0.24], [0.41, -0.12, -0.20], [-0.37, 0.03, 0.09], [-0.27, 0.10, 0.07], [-0.21, 0.09, -0.01], [-0.06, 0.01, -0.25], [-0.05, -0.59, 0.01], [-0.12, -0.11, 0.50], [0.00, -0.42, 0.35], [-0.04, -0.11, -0.08], [-1.10, 0.06, 0.29], [0.03, -0.52, 0.20], [0.08, 0.12, 0.57], [0.29, -0.24, -0.05], [0.08, -0.14, -0.27], [-0.27, -0.42, -0.35], [-0.55, 0.21, 0.51], [0.05, -0.36, 0.41], [-0.16, -0.13, -0.49], [0.37, -0.37, -0.07], [-0.62, 0.13, 0.14], [-0.47, 0.26, -0.02], [-0.12, 0.17, 0.25], [0.15, -0.19, 0.05], [-0.41, 0.15, 0.16], [-0.22, -0.28, 0.07], [0.70, -1.07, 0.16], [-0.68, -0.19, -0.12], [-0.38, 0.21, 0.02], [0.07, 0.20, 0.12], [0.33, 0.42, -0.33], [0.25, -0.41, -0.04], [-0.06, 0.12, 0.07], [0.48, 0.41, 0.05], [-0.54, -0.07, 0.53], [0.08, -0.57, 0.30], [-0.22, 0.44, -0.73], [0.05, 0.61, -1.02], [-0.29, -0.26, -0.12], [0.10, -0.24, -0.33], [0.60, 0.09, -0.24], [-0.12, -0.28, -0.17], [-0.21, 0.41, -0.10], [0.02, 0.05, 0.23], [0.46, -0.49, -0.30], [0.07, 0.14, 0.49], [0.65, 0.30, 0.00], [-0.46, -0.10, -0.17], [0.27, 0.25, 0.28], [0.29, 0.82, -0.70], [-0.38, 0.26, 0.20], [0.19, 0.12, 0.42], [0.08, -0.39, 0.11], [0.17, -0.18, 0.13], [0.21, -0.40, -0.78], [-0.34, 0.52, 0.18], [-0.13, -0.02, 0.44], [-0.05, 0.31, 0.20], [0.01, -0.13, -0.20], [0.39, -0.56, 0.81], [0.35, -0.06, -0.14], [-0.19, 0.11, 0.05], [0.79, 0.06, -0.05], [-0.21, -0.10, -0.31]],
  "e_above_lowest_kj_mol": 370.2,
  "largest_force_ev_per_a": 3.071,
  "homo_lumo_gap_ev": 8.67
}